Below is an isolated ion of composition C9H18NO2 and charge +1 in a non-equilibrium geometry, with properties calculated with the ωB97M-V functional and the def2-TZVPD basis.

Calculated values
orbital gap	9.18	eV
ΔE to the lowest compared entry with this formula, charge and spin	206.9	kJ/mol
SMILES	CCC(C)(C)/C=[NH+]/C/C(O)=C\O
F_max	3.871	eV/A
LUMO	-3.6	eV
E	-15201.213	eV

```
! wB97M-V def2-TZVPD RIJCOSX def2/J DEFGRID3
* xyz 1 1
C -2.031 -1.723 2.080
C -2.100 -0.433 1.422
C -2.454 -2.782 1.405
C -0.507 0.223 -0.339
C 2.113 2.777 -1.456
C 2.053 0.271 0.213
C 1.118 -0.332 -2.022
C 0.843 2.103 -1.023
C 0.911 0.565 -0.872
N -0.762 -0.149 0.834
O -1.112 -1.796 3.199
O -2.803 -2.751 0.081
H -2.729 -0.486 0.596
H -2.296 0.400 2.074
H -2.567 -3.806 1.793
H -1.224 0.574 -1.022
H 2.372 2.611 -2.423
H 1.808 3.829 -1.507
H 2.997 2.440 -0.788
H 2.071 -0.660 0.658
H 3.041 0.520 -0.165
H 1.889 1.024 0.986
H 1.208 -1.313 -1.597
H 1.969 -0.104 -2.599
H 0.165 -0.519 -2.719
H 0.116 2.285 -1.747
H 0.505 2.553 -0.083
H 0.120 -0.420 1.364
H -1.602 -1.304 3.897
H -3.111 -3.595 -0.239
*
```

Here are the Löwdin charges for atoms 1 to 6, given in e:
1 C -0.29
2 C -0.06
3 C -0.08
4 C 0.03
5 C -0.07
6 C -0.02